# 1
Entry from the Open Molecules 2025 dataset: C35H38N3O3SbSe4Tc as an isolated structure at a distorted geometry (the ωB97M-V functional and the def2-TZVPD basis).

Kohn-Sham gap: 4.595 eV
total charge: +1
energy: -317639.45693 eV
highest occupied orbital energy: -10.9 eV

Geometry as XYZ:
```
85
C35H38N3O3SbSe4Tc (the ωB97M-V functional and the def2-TZVPD basis)
Tc -0.868 0.624 -0.427
C -0.860 -1.977 3.212
C -1.057 -0.535 3.567
C -0.715 -0.121 4.841
C -0.941 1.184 5.267
C -1.537 2.084 4.407
C -1.891 1.710 3.111
C -2.527 2.711 2.221
C -1.629 0.409 2.670
N -1.980 0.042 1.336
C -2.890 -0.986 1.188
O -3.601 -1.461 2.044
C -2.936 -1.530 -0.195
C -3.794 -2.517 -0.605
C -3.687 -2.980 -1.909
C -2.715 -2.457 -2.758
C -1.904 -1.460 -2.282
N -2.026 -1.020 -1.030
C -0.839 -0.778 -3.067
O -0.562 -1.149 -4.182
N -0.276 0.285 -2.379
C 0.604 1.174 -3.139
C 0.005 2.039 -4.060
C -1.430 1.861 -4.509
C 0.803 2.987 -4.690
C 2.170 3.040 -4.465
C 2.762 2.083 -3.664
C 1.995 1.120 -3.010
C 2.704 -0.017 -2.337
H -0.123 -2.438 3.874
H -0.517 -2.094 2.194
H -1.801 -2.524 3.308
H -0.280 -0.846 5.526
H -0.665 1.486 6.273
H -1.750 3.098 4.734
H -3.149 3.403 2.784
H -3.124 2.268 1.434
H -1.755 3.334 1.746
H -4.516 -2.902 0.108
H -4.357 -3.752 -2.266
H -2.580 -2.786 -3.780
H -2.122 1.717 -3.689
H -1.493 0.972 -5.145
H -1.766 2.716 -5.087
H 0.338 3.685 -5.381
H 2.779 3.798 -4.954
H 3.844 2.049 -3.563
H 2.723 -0.874 -3.012
H 2.225 -0.337 -1.427
H 3.735 0.251 -2.110
Se -1.709 5.060 -3.304
Sb -2.739 4.100 -1.430
Se -2.977 1.518 -1.250
Se -0.425 2.791 -0.129
Se -4.169 5.203 0.070
C 1.023 -2.787 -1.599
C 1.011 -3.330 -0.177
C -0.372 -3.791 0.273
C 1.730 -2.427 0.824
C 2.623 -3.086 1.655
C 3.416 -2.419 2.568
C 3.390 -1.036 2.590
C 2.534 -0.292 1.788
C 2.756 1.219 1.882
C 3.059 1.871 0.530
C 1.713 1.943 2.737
C 1.603 -1.013 0.968
O 0.578 -0.338 0.299
H 0.425 -3.427 -2.256
H 2.039 -2.757 -1.996
H 0.630 -1.777 -1.647
H 1.616 -4.232 -0.204
H -1.074 -2.967 0.332
H -0.335 -4.265 1.257
H -0.764 -4.521 -0.442
H 2.705 -4.166 1.569
H 4.090 -2.970 3.216
H 4.075 -0.500 3.236
H 3.684 1.312 2.442
H 2.295 1.700 -0.218
H 3.993 1.469 0.120
H 3.191 2.954 0.652
H 0.700 1.737 2.419
H 1.880 3.027 2.724
H 1.776 1.607 3.776
```

Here are the Löwdin charges for atoms 1 to 5, given in e: number 1, Tc, carries 1.161; number 2, C, carries -0.021; number 3, C, carries -0.180; number 4, C, carries -0.029; number 5, C, carries -0.050

# 2
Entry from the Open Molecules 2025 dataset: C35H38N5O6PSSe2Sr as an isolated structure at a distorted geometry (the ωB97M-V functional and the def2-TZVPD basis).

Kohn-Sham gap: 5.632 eV
total charge: -2
energy: -208302.93053 eV
energy above the lowest of the compared OMol25 structures with the same formula, charge and spin: 59.0 kcal per mole
highest occupied orbital energy: -1.9 eV

Geometry as XYZ:
```
89
C35H38N5O6PSSe2Sr (the ωB97M-V functional and the def2-TZVPD basis)
Sr -0.865 1.398 -1.981
N -3.083 -1.953 -1.419
C -1.975 -1.321 -2.122
C -2.440 -0.277 -3.165
O -3.680 -0.034 -3.253
N -1.457 0.259 -3.837
C -1.789 1.274 -4.840
C -1.411 2.727 -4.457
O -1.903 3.628 -5.125
O -0.584 2.870 -3.477
H -3.073 -2.952 -1.575
H -3.945 -1.598 -1.826
H -1.352 -2.039 -2.652
H -1.298 -0.830 -1.396
H -2.847 1.265 -5.099
H -1.220 1.059 -5.748
O 3.321 2.235 0.890
C 3.382 3.592 0.469
C 2.853 3.874 -0.956
C 3.629 5.070 -1.530
O 5.042 4.931 -1.567
C 2.979 2.665 -1.892
Se 4.762 1.761 -1.988
C 1.380 4.356 -0.956
Se -0.021 3.357 0.027
H 3.897 1.753 0.266
H 4.418 3.939 0.525
H 2.780 4.167 1.177
H 3.426 5.952 -0.914
H 3.235 5.272 -2.535
H 5.238 4.013 -1.840
H 2.726 2.978 -2.904
H 2.246 1.920 -1.572
H 1.013 4.418 -1.981
H 1.358 5.356 -0.520
O -4.528 1.052 -0.913
N -3.365 1.087 -0.176
C -3.566 1.667 0.926
C -2.564 1.970 1.963
C -2.662 3.264 2.483
C -1.794 3.723 3.451
C -0.809 2.871 3.936
C -0.736 1.574 3.460
C -1.600 1.101 2.471
P -1.701 -0.713 2.077
C -2.387 -1.187 3.747
C -3.779 -1.141 3.845
C -4.425 -1.381 5.050
C -3.686 -1.690 6.182
C -2.302 -1.751 6.096
C -1.658 -1.501 4.892
C 0.035 -1.315 2.147
C 1.145 -0.580 1.734
C 2.408 -1.163 1.731
C 2.577 -2.480 2.126
C 1.471 -3.236 2.496
C 0.212 -2.660 2.487
H -4.290 0.642 -1.786
H -4.563 2.080 1.102
H -3.418 3.928 2.078
H -1.876 4.738 3.819
H -0.107 3.212 4.688
H 0.008 0.910 3.875
H -4.359 -0.911 2.957
H -5.506 -1.330 5.103
H -4.182 -1.879 7.126
H -1.714 -1.989 6.976
H -0.578 -1.546 4.849
H 1.044 0.449 1.409
H 3.258 -0.580 1.406
H 3.563 -2.929 2.114
H 1.587 -4.276 2.775
H -0.651 -3.257 2.761
N 2.874 -0.997 -3.017
C 2.560 -2.291 -2.912
N 1.387 -2.772 -2.647
C 1.412 -4.151 -2.648
C 0.325 -4.976 -2.369
C 0.488 -6.352 -2.391
C 1.724 -6.926 -2.687
C 2.821 -6.121 -2.959
C 2.654 -4.745 -2.934
S 3.834 -3.497 -3.205
H 2.216 -0.290 -2.744
H 3.827 -0.657 -2.999
H -0.629 -4.527 -2.121
H -0.356 -6.992 -2.166
H 1.832 -8.003 -2.704
H 3.786 -6.557 -3.185
```

Here are the Löwdin charges for atoms 1 to 5, given in e: number 1, Sr, carries 1.292; number 2, N, carries 0.014; number 3, C, carries -0.243; number 4, C, carries -0.660; number 5, O, carries -0.069

# 3
Entry from the Open Molecules 2025 dataset: a 2-piece molecular cluster, C35H38NO2 overall at a distorted geometry (the ωB97M-V functional and the def2-TZVPD basis).

Kohn-Sham gap: 4.266 eV
total charge: +1
energy: -42489.01597 eV
energy above the lowest of the compared OMol25 structures with the same formula, charge and spin: 0.0 kcal per mole
highest occupied orbital energy: -9.4 eV

Geometry as XYZ:
```
76
C35H38NO2 (the ωB97M-V functional and the def2-TZVPD basis)
C -6.008 2.681 2.306
O -5.941 1.237 2.281
C -4.730 0.628 2.342
C -4.738 -0.789 2.392
C -3.565 -1.482 2.543
C -2.317 -0.815 2.691
C -1.079 -1.527 2.812
C 0.136 -0.927 2.468
C 1.391 -1.521 2.588
C 2.616 -0.799 2.456
C 3.862 -1.483 2.371
C 5.053 -0.803 2.299
C 5.067 0.615 2.303
O 6.295 1.193 2.253
C 6.429 2.630 2.288
C 3.841 1.329 2.349
C 2.653 0.622 2.434
C -2.340 0.607 2.680
C -3.500 1.328 2.460
H -7.078 2.897 2.276
H -5.564 3.080 3.229
H -5.510 3.108 1.424
H -5.702 -1.292 2.322
H -3.586 -2.572 2.520
H -1.098 -2.591 3.047
H 0.095 0.055 1.979
H 1.448 -2.599 2.747
H 3.872 -2.571 2.383
H 6.015 -1.312 2.250
H 7.508 2.784 2.272
H 5.967 3.088 1.402
H 5.999 3.047 3.209
H 3.837 2.422 2.330
H 1.720 1.172 2.528
H -1.408 1.138 2.856
H -3.479 2.419 2.421
C -4.875 -9.198 3.496
C -6.006 -8.546 3.965
C -5.939 -7.201 4.405
C -7.066 -6.528 4.936
C -6.971 -5.227 5.406
C -5.743 -4.548 5.331
C -4.638 -5.123 4.730
C -3.372 -4.310 4.556
C -2.556 -4.471 5.827
C -1.183 -3.806 5.876
C -1.093 -2.940 7.152
C -2.175 -1.827 7.042
C -3.539 -2.490 6.976
N -3.400 -3.989 6.929
C -2.802 -4.461 8.212
C -1.436 -3.822 8.388
C -4.678 -6.502 4.336
C -3.530 -7.226 3.943
C -3.628 -8.543 3.500
H -4.942 -10.222 3.132
H -6.967 -9.061 4.000
H -8.015 -7.062 4.983
H -7.838 -4.722 5.830
H -5.653 -3.544 5.740
H -2.792 -4.645 3.688
H -3.606 -3.246 4.413
H -2.421 -5.552 6.015
H -0.425 -4.603 5.874
H -1.019 -3.194 4.981
H -0.091 -2.508 7.260
H -2.127 -1.158 7.909
H -2.012 -1.214 6.144
H -4.124 -2.259 7.881
H -4.118 -2.146 6.109
H -3.481 -4.182 9.027
H -2.725 -5.555 8.171
H -0.677 -4.602 8.512
H -1.433 -3.211 9.297
H -2.552 -6.741 3.988
H -2.731 -9.062 3.156
```

Here are the Löwdin charges for atoms 1 to 5, given in e: number 1, C, carries -0.038; number 2, O, carries -0.057; number 3, C, carries -0.226; number 4, C, carries 0.032; number 5, C, carries -0.010

# 4
Entry from the Open Molecules 2025 dataset: C35H39BrN4O5ReS4 as an isolated structure at a distorted geometry (the ωB97M-V functional and the def2-TZVPD basis).

Kohn-Sham gap (spin up / spin down): 5.506 / 5.787 eV
total charge: +2
energy: -168624.70718 eV
2S+1: 2
highest occupied orbital energy (spin up / spin down): -13.1 / -13.1 eV

Geometry as XYZ:
```
89
C35H39BrN4O5ReS4 (the ωB97M-V functional and the def2-TZVPD basis)
Re -0.993 -0.464 0.241
C -4.659 -0.026 2.586
C -3.674 -0.249 1.501
N -2.404 -0.504 1.774
N -2.084 -0.635 3.043
C -0.836 -0.805 3.368
N -0.461 -0.901 4.634
S 0.401 -1.045 2.141
C -4.007 -0.346 0.105
C -5.312 -0.419 -0.400
C -5.509 -0.789 -1.715
C -4.404 -1.080 -2.506
C -3.143 -0.897 -1.972
N -2.940 -0.522 -0.715
H -4.228 0.646 3.328
H -4.879 -0.959 3.107
H -5.587 0.385 2.206
H -1.118 -0.646 5.357
H 0.521 -0.910 4.864
H -6.161 -0.238 0.237
H -6.505 -0.879 -2.117
H -4.512 -1.446 -3.513
H -2.252 -1.093 -2.548
O -0.958 -2.453 -0.725
S -0.212 -3.770 -0.876
C 1.465 -3.360 -1.558
C 2.431 -2.597 -0.665
C 3.501 -1.845 -1.470
C 2.974 -0.765 -2.402
S 1.972 0.586 -1.617
O 0.841 -0.195 -0.996
C 3.184 1.040 -0.336
C 3.087 0.705 1.001
C 4.068 1.116 1.893
C 5.139 1.870 1.444
C 5.225 2.219 0.104
C 4.247 1.811 -0.788
C 0.121 -4.262 0.825
C -0.833 -3.890 1.762
C -0.673 -4.257 3.086
C 0.422 -5.020 3.457
C 1.354 -5.416 2.510
C 1.204 -5.048 1.182
H 1.205 -2.779 -2.444
H 1.877 -4.315 -1.883
H 2.945 -3.284 0.008
H 1.879 -1.891 -0.045
H 4.057 -2.560 -2.083
H 4.209 -1.407 -0.763
H 2.319 -1.175 -3.168
H 3.798 -0.261 -2.900
H 2.252 0.127 1.360
H 3.990 0.838 2.934
H 5.903 2.193 2.136
H 6.066 2.797 -0.246
H 4.309 2.089 -1.828
H -1.688 -3.306 1.447
H -1.404 -3.948 3.818
H 0.551 -5.310 4.488
H 2.201 -6.013 2.809
H 1.925 -5.374 0.450
O 0.177 2.088 -2.662
S -1.107 1.367 -2.584
C -2.409 2.664 -2.404
C -3.288 2.601 -3.640
C -2.360 2.252 -4.802
C -1.572 1.040 -4.350
H -1.873 3.608 -2.339
H -2.934 2.475 -1.472
H -3.784 3.556 -3.799
H -4.056 1.832 -3.529
H -1.677 3.080 -4.999
H -2.926 2.038 -5.710
H -0.652 0.876 -4.905
H -2.185 0.145 -4.373
Br 1.613 2.413 4.053
C 1.716 3.366 2.420
C 2.752 4.273 2.261
C 2.850 4.991 1.081
C 1.946 4.779 0.050
C 0.952 3.829 0.190
C 0.806 3.135 1.388
C -0.256 2.103 1.551
O -0.656 1.743 2.647
O -0.678 1.557 0.453
H 3.471 4.420 3.052
H 3.631 5.727 0.974
H 2.017 5.350 -0.861
H 0.272 3.619 -0.620
```

Here are the Löwdin charges for atoms 1 to 5, given in e: number 1, Re, carries 1.508; number 2, C, carries 0.012; number 3, C, carries -0.201; number 4, N, carries -0.129; number 5, N, carries 0.020

Please write out number 3 again, unchanged.
Entry from the Open Molecules 2025 dataset: a 2-piece molecular cluster, C35H38NO2 overall at a distorted geometry (the ωB97M-V functional and the def2-TZVPD basis).

Kohn-Sham gap: 4.266 eV
total charge: +1
energy: -42489.01597 eV
energy above the lowest of the compared OMol25 structures with the same formula, charge and spin: 0.0 kcal per mole
highest occupied orbital energy: -9.4 eV

Geometry as XYZ:
```
76
C35H38NO2 (the ωB97M-V functional and the def2-TZVPD basis)
C -6.008 2.681 2.306
O -5.941 1.237 2.281
C -4.730 0.628 2.342
C -4.738 -0.789 2.392
C -3.565 -1.482 2.543
C -2.317 -0.815 2.691
C -1.079 -1.527 2.812
C 0.136 -0.927 2.468
C 1.391 -1.521 2.588
C 2.616 -0.799 2.456
C 3.862 -1.483 2.371
C 5.053 -0.803 2.299
C 5.067 0.615 2.303
O 6.295 1.193 2.253
C 6.429 2.630 2.288
C 3.841 1.329 2.349
C 2.653 0.622 2.434
C -2.340 0.607 2.680
C -3.500 1.328 2.460
H -7.078 2.897 2.276
H -5.564 3.080 3.229
H -5.510 3.108 1.424
H -5.702 -1.292 2.322
H -3.586 -2.572 2.520
H -1.098 -2.591 3.047
H 0.095 0.055 1.979
H 1.448 -2.599 2.747
H 3.872 -2.571 2.383
H 6.015 -1.312 2.250
H 7.508 2.784 2.272
H 5.967 3.088 1.402
H 5.999 3.047 3.209
H 3.837 2.422 2.330
H 1.720 1.172 2.528
H -1.408 1.138 2.856
H -3.479 2.419 2.421
C -4.875 -9.198 3.496
C -6.006 -8.546 3.965
C -5.939 -7.201 4.405
C -7.066 -6.528 4.936
C -6.971 -5.227 5.406
C -5.743 -4.548 5.331
C -4.638 -5.123 4.730
C -3.372 -4.310 4.556
C -2.556 -4.471 5.827
C -1.183 -3.806 5.876
C -1.093 -2.940 7.152
C -2.175 -1.827 7.042
C -3.539 -2.490 6.976
N -3.400 -3.989 6.929
C -2.802 -4.461 8.212
C -1.436 -3.822 8.388
C -4.678 -6.502 4.336
C -3.530 -7.226 3.943
C -3.628 -8.543 3.500
H -4.942 -10.222 3.132
H -6.967 -9.061 4.000
H -8.015 -7.062 4.983
H -7.838 -4.722 5.830
H -5.653 -3.544 5.740
H -2.792 -4.645 3.688
H -3.606 -3.246 4.413
H -2.421 -5.552 6.015
H -0.425 -4.603 5.874
H -1.019 -3.194 4.981
H -0.091 -2.508 7.260
H -2.127 -1.158 7.909
H -2.012 -1.214 6.144
H -4.124 -2.259 7.881
H -4.118 -2.146 6.109
H -3.481 -4.182 9.027
H -2.725 -5.555 8.171
H -0.677 -4.602 8.512
H -1.433 -3.211 9.297
H -2.552 -6.741 3.988
H -2.731 -9.062 3.156
```

Here are the Löwdin charges for atoms 1 to 5, given in e: number 1, C, carries -0.038; number 2, O, carries -0.057; number 3, C, carries -0.226; number 4, C, carries 0.032; number 5, C, carries -0.010

Question: Among the records above, which one has the lowest energy?
Answer: C35H38N3O3SbSe4Tc

Question: What is the formula in the first record?
Answer: C35H38N3O3SbSe4Tc